DFT (ωB97M-V/def2-TZVPD) results for a cluster of 2 separate species, C4H9NO in total in a non-equilibrium geometry.

Each atom is followed by the atoms it is bonded to, with distances in Å.
CARTESIAN COORDINATES (ANGSTROEM)
1 C -0.41368 -1.63619 0.48962  C3 1.429, H10 1.084, H11 1.088
2 C -0.49290 2.07766 -0.08389  C5 1.491, H13 1.097, H14 1.093, H15 1.089
3 C 0.14436 -0.35568 0.18576  C1 1.429, N4 1.393, C5 1.382
4 N 1.41490 -0.04768 0.66785  C3 1.393, H8 1.011, H9 1.012
5 C -0.77895 0.61611 -0.15087  C2 1.491, C3 1.382, H12 1.080
6 O 0.67598 -1.87910 -1.08890  H7 0.965
7 H 0.02975 -2.34016 -1.63742  O6 0.965
8 H 1.82829 0.73469 0.17944  N4 1.011
9 H 2.03127 -0.84695 0.60149  N4 1.012
10 H -1.42751 -1.82912 0.15891  C1 1.084
11 H -0.02593 -2.18282 1.34707  C1 1.088
12 H -1.76469 0.29982 -0.45747  C5 1.080
13 H 0.23430 2.37051 -0.85152  C2 1.097
14 H -0.05865 2.35436 0.88017  C2 1.093
15 H -1.39654 2.66453 -0.24023  C2 1.089

Its energy above the lowest of the compared OMol25 structures with the same formula, charge and spin is 388.6 kJ/mol. For the HOMO energy (alpha / beta), the calculation gives -7.5 / -7.5 eV. The calculation puts the frontier orbital gap (alpha / beta) at 0.293 / 0.292 Ha.

Here are the Löwdin charges for atoms 1 to 8, given in e: 0.121, -0.124, -0.506, 0.112, -0.126, -0.178, 0.015, 0.091


DFT (ωB97M-V/def2-TZVPD) results for a cluster of 8 separate species, C16H29Cl10N3 in total in a non-equilibrium geometry.

Each atom is followed by the atoms it is bonded to, with distances in Å.
CARTESIAN COORDINATES (ANGSTROEM)
1 C 13.05459 -18.61867 -18.95926  C2 1.463, H4 1.088, H5 1.084, H6 1.089
2 C 14.25852 -19.29502 -19.44363  C1 1.463, N3 1.149
3 N 15.20207 -19.83230 -19.81816  C2 1.149
4 H 13.38158 -17.76106 -18.37594  C1 1.088
5 H 12.48080 -19.27231 -18.31306  C1 1.084
6 H 12.51560 -18.27124 -19.83895  C1 1.089
7 C 9.51585 -19.99447 -17.05733  C8 1.447, H10 1.090, H11 1.084, H12 1.094
8 C 8.38326 -19.61362 -16.24207  C7 1.447, N9 1.151
9 N 7.47728 -19.30277 -15.60420  C8 1.151
10 H 9.55817 -21.08266 -17.11206  C7 1.090
11 H 10.46111 -19.54538 -16.77350  C7 1.084
12 H 9.34376 -19.68293 -18.09204  C7 1.094
13 C 9.49634 -14.94389 -16.57711  C14 1.451, H16 1.086, H17 1.089, H18 1.092
14 C 10.29692 -16.12512 -16.84039  C13 1.451, N15 1.146
15 N 10.90014 -17.08112 -17.02770  C14 1.146
16 H 8.43715 -15.17205 -16.64746  C13 1.086
17 H 9.74293 -14.12994 -17.25684  C13 1.089
18 H 9.75784 -14.58795 -15.57879  C13 1.092
19 Cl 14.91551 -16.10771 -12.76537  C20 1.803
20 C 13.93145 -17.55836 -13.18702  Cl19 1.803, C21 1.499, H23 1.085, H24 1.087
21 C 14.55192 -18.34546 -14.30214  C20 1.499, Cl22 1.786, H25 1.091, H26 1.086
22 Cl 14.43847 -17.47221 -15.85643  C21 1.786
23 H 12.94240 -17.19824 -13.44970  C20 1.085
24 H 13.90350 -18.12634 -12.26090  C20 1.087
25 H 14.03448 -19.30159 -14.39388  C21 1.091
26 H 15.60659 -18.56474 -14.16584  C21 1.086
27 Cl 15.32414 -22.17630 -24.81880  C28 1.791
28 C 15.15767 -20.41569 -24.53869  Cl27 1.791, C29 1.507, H31 1.087, H32 1.087
29 C 14.90698 -20.13650 -23.07926  C28 1.507, Cl30 1.785, H33 1.086, H34 1.086
30 Cl 13.29326 -20.70853 -22.57307  C29 1.785
31 H 14.32035 -20.11136 -25.16153  C28 1.087
32 H 16.06537 -19.92633 -24.88235  C28 1.087
33 H 14.92087 -19.07325 -22.85663  C29 1.086
34 H 15.66619 -20.65178 -22.49780  C29 1.086
35 Cl 18.57922 -21.06702 -22.77932  C36 1.791
36 C 18.00255 -21.20773 -21.08931  Cl35 1.791, C37 1.509, H39 1.087, H40 1.085
37 C 17.27402 -22.50847 -20.85863  C36 1.509, Cl38 1.767, H41 1.087, H42 1.091
38 Cl 18.35046 -23.90947 -20.86999  C37 1.767
39 H 17.28156 -20.40718 -20.94750  C36 1.087
40 H 18.84103 -21.10967 -20.40780  C36 1.085
41 H 16.42487 -22.64952 -21.52271  C37 1.087
42 H 16.82247 -22.43808 -19.86835  C37 1.091
43 Cl 14.08080 -23.34358 -19.77333  C44 1.772
44 C 14.67841 -23.12579 -18.11995  Cl43 1.772, C45 1.502, H47 1.090, H48 1.092
45 C 13.56783 -23.21522 -17.11210  C44 1.502, Cl46 1.795, H49 1.086, H50 1.087
46 Cl 12.32260 -21.94636 -17.35661  C45 1.795
47 H 15.22577 -22.18396 -18.09085  C44 1.090
48 H 15.40952 -23.90508 -17.89314  C44 1.092
49 H 13.91930 -23.14825 -16.08631  C45 1.086
50 H 13.02846 -24.15086 -17.23869  C45 1.087
51 Cl 8.14244 -14.36493 -21.98160  C52 1.772
52 C 9.54229 -14.46740 -20.89925  Cl51 1.772, C53 1.494, H55 1.090, H56 1.090
53 C 10.06778 -15.86140 -20.78712  C52 1.494, Cl54 1.773, H57 1.094, H58 1.096
54 Cl 8.92838 -17.04011 -20.11075  C53 1.773
55 H 9.23661 -14.07461 -19.92985  C52 1.090
56 H 10.33632 -13.81050 -21.25308  C52 1.090
57 H 11.03084 -15.95702 -20.27782  C53 1.094
58 H 10.36632 -16.25424 -21.76521  C53 1.096

Its energy above the lowest of the compared OMol25 structures with the same formula, charge and spin is 32.8 kJ/mol. For the HOMO energy, the calculation gives -10.4 eV. The calculation puts the frontier orbital gap at 0.390 Ha.

Here are the Löwdin charges for atoms 1 to 8, given in e: -0.086, -0.259, 0.173, 0.023, 0.028, 0.077, -0.123, -0.288


DFT (ωB97M-V/def2-TZVPD) results for the molecule C2H7NS in a non-equilibrium geometry.

Each atom is followed by the atoms it is bonded to, with distances in Å.
CARTESIAN COORDINATES (ANGSTROEM)
1 C 0.64372 0.31878 -0.35473  C2 1.501, H5 1.240, H6 1.256, N10 1.356
2 C -0.66406 0.89222 0.10751  C1 1.501, H7 1.221, H8 1.150, S11 1.886
3 H 1.72530 -1.32303 -0.21779  N10 1.161
4 H 0.49930 -1.19657 1.01577  N10 1.073
5 H 1.38157 0.99808 0.37375  C1 1.240
6 H 1.01274 0.20234 -1.54970  C1 1.256
7 H -0.41212 1.22596 1.25504  C2 1.221
8 H -1.04910 1.73483 -0.57342  C2 1.150
9 H -1.68837 -1.52577 0.14293  S11 1.296
10 N 0.62608 -0.99776 -0.03083  C1 1.356, H3 1.161, H4 1.073
11 S -2.07507 -0.32908 -0.16852  C2 1.886, H9 1.296

Its energy above the lowest of the compared OMol25 structures with the same formula, charge and spin is 234.6 kJ/mol. For the HOMO energy, the calculation gives -8.8 eV. The calculation puts the frontier orbital gap at 0.356 Ha.

Here are the Löwdin charges for atoms 1 to 8, given in e: -0.526, -0.544, 0.158, 0.105, 0.137, 0.175, 0.124, 0.078